1.
121
Properties=species:S:1:pos:R:3 method="wB97M-V/def2-TZVPD" molar_mass_g_mol=1047.4 homo_ev="-9.97 / -9.97" gap_ha="0.2590 / 0.2590" de_lowest_kcal_mol=0.0 largest_force_ha_per_bohr=0.01289 charge=+1
Ni 0.207 0.099 0.041
C 2.923 1.984 3.981
C 1.497 1.540 3.983
C 0.778 1.292 5.111
C -0.572 0.857 5.040
N -1.173 0.690 3.891
N -0.454 0.916 2.791
B -1.097 0.938 1.383
N -2.447 0.212 1.192
N -3.432 0.728 1.958
C -4.635 0.250 1.827
C -4.904 -0.807 0.910
C -3.924 -1.316 0.127
C -4.151 -2.416 -0.858
C -2.621 -0.744 0.272
S -1.331 -1.261 -0.703
C -5.735 0.837 2.698
C -5.298 2.175 3.293
C -7.001 1.054 1.860
C -6.033 -0.167 3.821
N -1.322 2.462 1.078
N -1.605 3.228 2.145
C -1.887 4.480 1.943
C -1.937 5.013 0.622
C -1.622 4.244 -0.451
C -1.604 4.747 -1.857
C -1.249 2.890 -0.179
S -0.659 1.801 -1.344
C -2.129 5.356 3.161
C -1.071 6.468 3.168
C -3.531 5.971 3.070
C -2.014 4.544 4.450
C 0.818 1.300 2.761
S 1.543 1.439 1.197
C -1.353 0.556 6.307
C -0.694 -0.647 6.996
C -2.804 0.221 5.981
C -1.305 1.779 7.232
H 3.282 2.139 4.996
H 3.039 2.913 3.420
H 3.550 1.238 3.488
H 1.247 1.405 6.080
H -5.911 -1.191 0.819
H -5.208 -2.666 -0.915
H -3.593 -3.307 -0.567
H -3.796 -2.126 -1.847
H -5.307 2.955 2.528
H -4.293 2.123 3.704
H -5.991 2.466 4.083
H -6.792 1.648 0.968
H -7.736 1.595 2.457
H -7.466 0.117 1.552
H -5.142 -0.375 4.412
H -6.402 -1.112 3.417
H -6.799 0.235 4.485
H -2.207 6.051 0.475
H -1.971 5.769 -1.909
H -2.215 4.112 -2.500
H -0.588 4.712 -2.255
H -1.142 7.102 2.283
H -0.065 6.047 3.207
H -1.209 7.104 4.043
H -3.654 6.586 2.177
H -3.708 6.612 3.935
H -4.298 5.196 3.062
H -1.025 4.093 4.549
H -2.748 3.741 4.484
H -2.179 5.206 5.301
H -0.735 -1.531 6.356
H -1.217 -0.870 7.926
H 0.352 -0.454 7.240
H -2.865 -0.566 5.232
H -3.335 1.092 5.595
H -3.308 -0.116 6.888
H -0.301 1.975 7.611
H -1.951 1.607 8.094
H -1.661 2.675 6.719
I -0.559 -2.524 2.455
C 0.734 -1.384 1.199
H 1.535 -1.070 1.860
H 1.118 -2.121 0.499
C 4.130 -1.481 -0.096
C 3.693 -1.722 -1.542
C 2.864 -3.006 -1.624
C 4.948 -1.899 -2.393
Sb 2.337 -0.065 -2.060
C 3.619 1.691 -2.418
C 4.727 1.432 -3.434
C 2.745 2.847 -2.911
C 4.243 2.113 -1.090
C 1.544 -0.628 -4.040
C 1.038 0.604 -4.786
C 0.349 -1.541 -3.779
C 2.556 -1.357 -4.921
H 4.633 -2.375 0.287
H 3.296 -1.260 0.566
H 4.839 -0.656 -0.024
H 3.390 -3.810 -1.099
H 2.729 -3.330 -2.655
H 1.874 -2.914 -1.173
H 5.445 -2.832 -2.104
H 5.666 -1.097 -2.228
H 4.740 -1.960 -3.461
H 4.355 1.011 -4.370
H 5.500 0.774 -3.043
H 5.209 2.385 -3.677
H 2.475 2.744 -3.958
H 3.317 3.777 -2.815
H 1.829 2.961 -2.327
H 4.791 1.310 -0.598
H 3.496 2.494 -0.395
H 4.952 2.925 -1.283
H 0.391 1.239 -4.178
H 0.453 0.268 -5.648
H 1.855 1.210 -5.173
H -0.419 -1.037 -3.195
H 0.619 -2.466 -3.270
H -0.105 -1.815 -4.739
H 3.445 -0.760 -5.123
H 2.091 -1.582 -5.887
H 2.867 -2.308 -4.490

2.
64
Properties=species:S:1:pos:R:3 method="wB97M-V/def2-TZVPD" molar_mass_g_mol=420.5 homo_ev=-9.58 gap_ha=0.3519 de_lowest_kcal_mol=109.0 smiles="NC(N)=O.NC(N)=O.NC(N)=O.NC(N)=O.NC(N)=O.CC(C)O.CC(C)O" largest_force_ha_per_bohr=0.21705 charge=0
C -1.618 0.921 -0.443
C -0.172 0.285 -0.775
C -0.053 0.302 -2.345
O 0.842 1.038 -0.251
H -2.086 0.742 0.525
H -2.401 0.709 -1.173
H -1.417 1.992 -0.414
H -0.118 -0.698 -0.308
H -0.987 -0.085 -2.753
H 0.817 -0.256 -2.692
H -0.057 1.339 -2.680
H 0.681 0.986 0.693
C -6.001 -4.174 3.042
C -5.912 -5.134 4.261
C -6.119 -6.586 4.006
O -4.663 -4.907 4.844
H -5.197 -4.279 2.314
H -5.918 -3.165 3.447
H -6.873 -4.340 2.409
H -6.676 -4.764 4.945
H -5.288 -6.925 3.388
H -6.999 -6.745 3.383
H -6.294 -7.098 4.952
H -3.958 -5.006 4.201
C 6.117 -2.842 -1.074
O 6.925 -3.301 -1.791
N 5.438 -3.572 -0.184
N 5.888 -1.534 -1.099
H 4.586 -3.124 0.122
H 5.725 -4.535 -0.077
H 5.220 -1.117 -0.466
H 6.553 -1.018 -1.658
C -0.512 0.769 6.550
O 0.171 0.070 5.797
N -1.683 0.505 7.036
N -0.122 1.838 7.049
H -2.148 1.147 7.662
H -2.243 -0.250 6.666
H -0.697 2.359 7.695
H 0.734 2.242 6.697
C -6.361 7.582 1.253
O -7.118 6.791 1.675
N -5.025 7.584 1.537
N -6.655 8.610 0.470
H -4.762 6.774 2.080
H -4.383 8.300 1.227
H -7.581 8.852 0.150
H -6.050 9.400 0.295
C 6.453 -4.834 -8.491
O 6.598 -5.365 -9.605
N 7.324 -4.889 -7.620
N 5.525 -4.006 -8.018
H 8.291 -4.990 -7.896
H 7.236 -4.626 -6.649
H 5.636 -3.533 -7.132
H 4.820 -3.652 -8.649
C 4.364 5.424 -3.522
O 5.019 6.302 -4.074
N 4.520 4.101 -3.740
N 3.355 5.669 -2.678
H 5.427 3.795 -4.063
H 3.951 3.399 -3.289
H 2.933 4.914 -2.157
H 2.994 6.610 -2.608